Computed, not measured: a molecular structure, C42H64Br60N4O6P in a non-equilibrium geometry, with the ωB97M-V functional and the def2-TZVPD basis.

Structure (XYZ):
```
177
Properties=species:S:1:pos:R:3:forces:R:3
C -0.38135 1.16804 4.43116 -0.626 -2.245 -1.305
C -0.62181 -0.20349 3.86051 0.361 1.572 -0.495
C -0.18917 -0.52268 2.28504 6.279 1.523 0.203
O 1.02785 -0.09223 1.90296 -7.639 -2.591 1.340
O -1.12708 -1.23126 1.36850 1.851 3.065 2.079
C -2.22110 -0.29128 1.02984 -1.258 1.269 -1.201
C -2.41968 -0.22702 -0.60277 0.279 -0.772 0.017
C -3.91964 0.28831 -1.06533 0.594 0.306 0.379
C -3.82906 1.88105 -1.51874 0.198 -0.852 -0.133
C -2.94284 2.79656 -0.46002 -1.136 -0.902 -0.334
C -3.39589 4.36213 -0.59678 -0.475 -0.997 -0.502
C -2.21896 5.40636 -1.04230 -0.875 1.676 0.508
C -2.55196 6.05381 -2.53095 1.024 0.153 -0.197
O -3.22263 7.36091 -2.45081 -0.996 -3.054 -0.187
C -4.68061 7.11504 -2.40603 -1.281 1.076 -0.042
N -0.79261 4.94100 -1.21984 0.907 -1.985 3.735
C -0.11985 4.84032 0.13467 -2.688 0.848 -0.479
N 1.11727 4.26561 0.41486 -3.428 1.035 -0.864
C 1.91882 3.67909 -0.73030 1.970 -0.077 -1.216
C 2.85280 2.38335 -0.31306 -0.537 1.724 1.390
P 3.53019 1.42391 -1.81882 5.987 -3.459 -0.212
O 4.93929 0.78974 -1.35879 -5.412 2.624 -1.497
O 2.51315 0.13263 -2.39317 0.426 3.543 2.111
C 1.43892 -0.20265 -1.44582 -1.729 -2.839 -0.037
C 0.40558 -1.21984 -2.27953 -0.103 1.384 -0.866
O 3.85324 2.46735 -3.17905 -2.679 -2.490 2.050
C 2.94934 2.20519 -4.31077 -0.300 0.961 -3.066
C 3.49943 1.00381 -5.33199 -0.886 -1.018 0.967
N -1.10052 5.52887 1.08872 3.286 -1.000 -1.816
C -1.95158 6.47260 0.21791 0.611 -0.077 -2.218
N -3.16196 7.12905 0.84472 2.232 -0.652 0.059
C -2.84032 8.47722 1.46447 -0.294 0.875 0.565
C -2.45642 9.63679 0.34080 0.317 0.125 0.686
H 0.70478 1.63191 4.55928 -2.544 -0.584 -1.621
H -1.34791 1.81080 4.69666 2.407 -1.939 0.864
H -1.09615 -1.09302 4.45573 -0.345 2.433 -1.604
H -1.93096 0.77351 1.47485 -0.920 -2.239 -0.952
H -3.23584 -0.70674 1.47115 2.275 1.301 -0.867
H -1.56640 0.43781 -1.06136 -1.711 -1.311 0.770
H -2.25451 -1.32716 -1.01122 -0.326 2.276 0.944
H -4.31947 -0.36858 -1.97021 0.894 1.490 2.019
H -4.64132 0.12694 -0.12916 1.376 0.503 -2.117
H -3.27629 1.89416 -2.57372 -1.301 0.105 2.111
H -4.92548 2.29092 -1.64527 2.260 -0.656 0.258
H -3.18233 2.37775 0.61251 0.592 1.047 -2.014
H -1.81944 2.57106 -0.69227 -1.980 0.639 0.588
H -4.22391 4.40288 -1.45551 1.895 -0.061 1.951
H -3.96127 4.64762 0.39659 1.427 -0.226 -2.012
H -3.14192 5.26076 -3.19290 0.937 1.688 1.505
H -1.50491 6.19500 -3.07404 -2.230 0.061 1.200
H -5.02847 6.45988 -1.48771 0.925 1.251 -1.837
H -5.07292 6.65684 -3.42903 0.958 0.788 2.125
H -5.18919 8.17601 -2.26362 1.256 -2.351 -0.416
H -0.76212 4.09386 -1.83921 0.545 1.013 0.962
H 1.43610 4.28248 1.42285 -0.323 -0.091 -1.826
H 2.64732 4.54670 -1.10102 -1.597 -1.958 0.691
H 1.28629 3.36873 -1.66462 0.669 0.804 2.133
H 2.29592 1.71073 0.48169 1.057 0.964 -1.902
H 3.79504 2.83961 0.25786 -1.778 -1.324 -1.519
H 1.85532 -0.86051 -0.55647 -0.669 1.930 -1.575
H 0.77490 0.69885 -1.10534 1.618 -1.484 -0.422
H 0.95641 -1.73816 -3.18570 -1.008 0.984 2.158
H -0.13093 -1.99497 -1.58611 1.192 1.561 -1.324
H -0.39895 -0.49416 -2.77285 1.472 -1.761 0.993
H 1.81732 2.06007 -4.00959 2.381 0.016 -0.364
H 2.96840 3.19297 -4.98089 0.039 -1.954 1.751
H 3.41477 1.30074 -6.46991 0.342 -0.405 2.492
H 4.58303 0.63976 -5.02246 -2.220 1.093 -0.757
H 2.79377 0.06141 -5.16211 1.546 1.945 -0.440
H -0.60903 6.07698 1.83064 -0.380 -0.855 -0.613
H -1.10276 7.19149 -0.19983 -2.565 -0.571 0.764
H -3.55743 6.51650 1.59253 0.552 0.529 -0.956
H -1.96427 8.35086 2.23983 -1.800 0.528 -1.439
H -3.80732 8.79322 2.07899 2.068 -0.657 -1.398
H -2.54194 9.24165 -0.75829 0.212 0.601 2.185
H -3.15426 10.58154 0.43897 1.353 -2.030 -0.110
H -1.34905 9.98642 0.59720 -2.445 -0.671 -0.890
C -6.62540 -2.40559 -3.79522 -0.154 -0.156 -0.129
Br -5.85861 -1.10384 -5.02066 -0.116 -0.280 0.357
Br -5.30689 -3.07321 -2.53025 -0.284 0.287 -0.383
Br -8.20424 -1.71087 -2.89599 0.453 -0.136 -0.195
H -6.95080 -3.25956 -4.39844 0.169 0.381 0.272
C 8.27724 0.40305 -0.60456 -0.282 -0.053 -0.120
Br 8.78733 2.00641 0.37180 -0.059 -0.326 -0.164
Br 9.22069 0.25674 -2.29950 -0.095 0.123 0.495
Br 8.48186 -1.19984 0.47843 0.144 0.472 -0.004
H 7.21170 0.49677 -0.83881 0.326 -0.007 0.072
C -4.14312 -3.38484 4.04520 0.056 -0.317 0.030
Br -4.83785 -2.17944 5.40484 0.132 -0.247 -0.371
Br -5.57111 -4.25128 3.04798 0.388 0.396 0.177
Br -2.87522 -2.49507 2.86847 -0.761 -1.389 1.012
H -3.59387 -4.17449 4.56847 -0.264 0.338 -0.218
C -8.19657 -7.40278 2.96876 -0.141 -0.108 0.155
Br -7.11984 -8.26444 1.59674 -0.228 0.235 0.306
Br -7.19949 -7.15220 4.62024 -0.298 -0.162 -0.413
Br -8.97873 -5.73797 2.33581 0.267 -0.379 0.124
H -9.02655 -8.07992 3.19600 0.392 0.304 -0.131
C -7.19416 10.55409 -1.59295 -0.249 0.020 -0.169
Br -6.41385 9.42890 -0.21118 -0.198 0.366 -0.118
Br -8.38939 11.89463 -0.84548 0.391 -0.369 -0.179
Br -5.83318 11.35182 -2.73108 -0.289 -0.218 0.348
H -7.80217 9.90313 -2.22981 0.282 0.286 0.302
C 7.00816 -2.36185 4.04011 0.172 0.163 -0.141
Br 7.80043 -2.02352 5.78427 -0.248 -0.159 -0.423
Br 7.67386 -4.01020 3.25009 -0.296 0.410 0.263
Br 5.06446 -2.32543 4.10855 0.408 -0.086 0.030
H 7.32034 -1.54349 3.38296 -0.151 -0.353 0.254
C 8.27022 -4.23067 -2.43186 0.135 0.194 -0.007
Br 7.02092 -2.74298 -2.33046 0.115 -0.567 -0.118
Br 8.91019 -4.75973 -0.67263 -0.206 0.062 -0.482
Br 7.52558 -5.73566 -3.41394 0.265 0.209 0.329
H 9.14034 -3.87957 -2.99635 -0.392 -0.181 0.246
C -3.61888 -7.44146 -0.15273 -0.094 -0.186 0.001
Br -2.54216 -8.30313 -1.52475 -0.276 0.324 0.393
Br -2.62180 -7.19089 1.49875 -0.194 -0.013 -0.348
Br -4.40104 -5.77666 -0.78567 0.204 -0.512 0.213
H -4.44886 -8.11861 0.07451 0.359 0.345 -0.060
C -1.51888 -10.11069 -5.42452 -0.235 -0.151 -0.117
Br -0.44216 -10.97236 -6.79654 -0.236 0.278 0.393
Br -0.52180 -9.86012 -3.77304 -0.084 -0.093 -0.419
Br -2.30104 -8.44589 -6.05747 0.297 -0.404 0.225
H -2.34886 -10.78784 -5.19729 0.399 0.301 -0.068
C 11.77331 -5.98290 2.58750 0.077 -0.024 0.260
Br 10.50877 -7.32311 1.96380 0.278 0.380 0.095
Br 13.58788 -6.37320 2.00498 -0.507 0.108 0.098
Br 11.22499 -4.18376 2.09111 0.240 -0.444 0.063
H 11.77230 -6.02704 3.68161 -0.009 0.023 -0.508
C -2.37529 -4.01812 -7.02031 -0.036 0.047 -0.238
Br -0.70984 -4.96000 -7.37161 -0.449 0.277 0.141
Br -3.66015 -5.14263 -6.08812 0.294 0.320 -0.144
Br -2.07384 -2.33764 -6.08808 -0.146 -0.622 0.146
H -2.81363 -3.77021 -7.99264 0.186 -0.102 0.445
C 4.90816 -5.85695 6.34431 0.199 0.138 -0.145
Br 5.70043 -5.51861 8.08847 -0.244 -0.120 -0.448
Br 5.57386 -7.50529 5.55429 -0.228 0.418 0.236
Br 2.96446 -5.82053 6.41275 0.438 -0.040 0.005
H 5.22034 -5.03858 5.68716 -0.151 -0.332 0.267
C 12.03724 3.73003 2.21598 0.039 -0.217 -0.159
Br 12.80403 5.03178 0.99054 -0.209 -0.305 0.364
Br 13.35575 3.06240 3.48095 -0.364 0.234 -0.313
Br 10.45840 4.42474 3.11521 0.371 -0.137 -0.203
H 11.71184 2.87605 1.61276 0.120 0.376 0.269
C 3.43457 -4.96915 -3.69673 0.253 0.077 -0.048
Br 2.73984 -3.76376 -2.33709 0.264 -0.400 -0.337
Br 2.00657 -5.83559 -4.69395 0.267 0.185 0.293
Br 4.70247 -4.07939 -4.87346 -0.671 -0.114 0.097
H 3.98381 -5.75880 -3.17346 -0.332 0.548 -0.344
C -3.82419 2.66712 7.23745 -0.187 -0.098 0.296
Br -3.08204 0.87079 7.15590 -0.129 0.506 -0.085
Br -2.73892 3.94426 6.24981 -0.217 -0.247 0.144
Br -5.68482 2.70807 6.67149 0.538 -0.067 0.105
H -3.80277 2.97450 8.28821 0.016 -0.115 -0.485
C 0.03828 -9.69528 3.50244 -0.016 0.081 -0.230
Br 0.89196 -11.36791 2.99471 -0.218 0.443 0.172
Br -1.56459 -9.99359 4.56365 0.402 0.071 -0.233
Br 1.27981 -8.48907 4.38992 -0.285 -0.302 -0.182
H -0.27820 -9.20388 2.57648 0.119 -0.234 0.386
C 2.71123 -8.53921 -1.77178 -0.241 -0.057 -0.161
Br 2.84570 -10.47718 -1.66960 -0.009 0.537 0.022
Br 1.70094 -7.80406 -0.28074 0.269 -0.170 -0.343
Br 4.45771 -7.70055 -1.94622 -0.200 -0.559 0.341
H 2.15167 -8.30517 -2.68345 0.246 -0.060 0.355
C -1.69184 1.38322 -7.87307 -0.019 0.009 -0.381
Br -0.89957 1.72155 -6.12892 -0.140 -0.145 -0.242
Br -1.02614 -0.26513 -8.66309 -0.062 0.690 0.015
Br -3.63554 1.41964 -7.80464 0.490 -0.055 0.061
H -1.37966 2.20158 -8.53022 -0.138 -0.359 0.342
C 1.37022 9.83901 2.76654 0.325 0.446 0.291
Br 0.12092 11.32670 2.86794 0.316 -0.534 -0.022
Br 2.01019 9.30995 4.52577 -0.261 0.094 -0.537
Br 0.62558 8.33402 1.78446 0.553 0.235 0.114
H 2.24034 10.19011 2.20206 -0.412 -0.228 0.185
C -7.78033 -0.52865 8.95204 -0.156 -0.154 0.128
Br -7.84289 1.05020 10.08675 0.061 -0.373 -0.342
Br -8.79252 -0.28017 7.30946 0.325 -0.020 0.386
Br -5.95295 -1.09354 8.59771 -0.486 0.205 0.133
H -8.26404 -1.33991 9.50604 0.225 0.375 -0.259
```
Forces are in eV/Å.

Results
Energy: -157090.43501 hartree
Frontier orbital gap: 0.273 hartree
Energy above the lowest of the compared OMol25 structures with the same formula, charge and spin: 1500.0 kJ/mol
HOMO level: -10.629 eV
M: 5546.210 g/mol
Total charge: +1
E_LUMO: -3.2 eV